# 1
Below is a structure of composition C37H31LiNO2PS3, with properties calculated with the ωB97M-V functional and the def2-TZVPD basis.

```
! wB97M-V def2-TZVPD RIJCOSX def2/J DEFGRID3
* xyz 0 1
Li -0.11 -0.90 0.29
O -0.61 -2.30 -0.94
C 0.33 -2.77 -1.90
C 1.63 -2.02 -1.72
C 2.75 -2.41 -2.43
C 3.93 -1.70 -2.24
C 3.94 -0.64 -1.35
C 2.77 -0.32 -0.69
N 1.63 -0.99 -0.88
H -1.40 -2.84 -0.95
H -0.05 -2.61 -2.91
H 0.51 -3.84 -1.77
H 2.71 -3.25 -3.11
H 4.83 -1.99 -2.78
H 4.84 -0.08 -1.15
H 2.74 0.49 0.03
C -3.51 5.50 -0.80
C -4.16 4.43 -1.39
C -3.56 3.17 -1.41
C -2.31 2.98 -0.84
C -1.69 4.05 -0.21
C -2.28 5.31 -0.20
P -1.44 1.35 -0.80
C -0.20 1.51 -2.15
C -0.10 0.70 -3.28
C 0.96 0.81 -4.16
C 1.96 1.75 -3.94
C 1.89 2.57 -2.81
C 0.83 2.43 -1.92
C -2.72 0.19 -1.39
C -3.20 -0.69 -0.41
C -4.19 -1.62 -0.70
C -4.70 -1.70 -1.99
C -4.25 -0.82 -2.97
C -3.28 0.12 -2.67
H -3.98 6.48 -0.79
H -5.13 4.56 -1.85
H -4.09 2.35 -1.87
H -0.75 3.91 0.32
H -1.78 6.13 0.30
H -0.84 -0.07 -3.46
H 1.02 0.16 -5.02
H 2.79 1.84 -4.63
H 2.67 3.29 -2.61
H 0.82 3.04 -1.03
H -2.77 -0.65 0.59
H -4.55 -2.28 0.07
H -5.46 -2.43 -2.23
H -4.66 -0.86 -3.97
H -2.97 0.83 -3.43
O -0.22 -0.98 1.97
C 0.76 -1.03 2.91
C 1.31 0.38 3.17
C 1.14 1.46 2.37
C 1.81 2.63 2.85
C 2.46 2.41 4.02
S 2.27 0.79 4.54
C 1.91 -1.93 2.40
C 1.72 -3.08 1.69
C 2.94 -3.69 1.28
C 4.03 -2.99 1.68
S 3.58 -1.60 2.57
C 0.22 -1.61 4.22
C 0.52 -2.78 4.87
C -0.29 -3.00 6.02
C -1.19 -2.00 6.23
S -1.06 -0.79 5.02
H 0.52 1.42 1.48
H 1.78 3.59 2.35
H 3.03 3.11 4.61
H 0.73 -3.46 1.48
H 3.00 -4.61 0.71
H 5.08 -3.20 1.50
H 1.30 -3.45 4.54
H -0.20 -3.87 6.66
H -1.92 -1.91 7.02
*
```

Output
Highest occupied orbital energy = -7.61 eV
Lowest unoccupied orbital energy = 0.122 eV



# 2
Below is a structure of composition C37H32AuClNP2 at a distorted geometry, with properties calculated with the ωB97M-V functional and the def2-TZVPD basis.

```
! wB97M-V def2-TZVPD RIJCOSX def2/J DEFGRID3
* xyz 1 1
Au -0.18 -0.26 -0.17
C -2.94 2.43 0.19
P -3.59 0.82 -0.42
C -3.07 -0.38 0.87
C -2.40 -0.03 2.05
C -2.19 -0.96 3.05
C -2.66 -2.26 2.91
C -3.33 -2.63 1.75
C -3.55 -1.69 0.75
C -2.38 0.47 -1.76
C -1.96 1.53 -2.59
C -1.16 1.30 -3.69
C -0.74 0.01 -4.01
C -1.15 -1.05 -3.23
C -1.97 -0.82 -2.11
C -1.48 2.76 0.06
C -0.96 4.03 -0.03
C 0.45 3.91 -0.06
C 0.71 2.57 0.03
C 2.02 1.84 -0.04
P 1.87 0.16 0.64
C 3.34 -0.73 0.18
C 3.60 -0.93 -1.18
C 4.75 -1.60 -1.57
C 5.63 -2.08 -0.61
C 5.36 -1.90 0.74
C 4.22 -1.23 1.14
C 1.76 0.29 2.43
C 1.45 -0.83 3.20
C 1.32 -0.72 4.57
C 1.48 0.51 5.19
C 1.79 1.63 4.43
C 1.93 1.53 3.05
N -0.46 1.85 0.13
H -3.29 2.51 1.22
H -3.51 3.19 -0.35
H -2.01 0.98 2.17
H -1.68 -0.67 3.96
H -2.52 -2.98 3.70
H -3.72 -3.63 1.63
H -4.15 -1.96 -0.11
H -2.26 2.54 -2.35
H -0.86 2.14 -4.30
H -0.12 -0.16 -4.88
H -0.87 -2.06 -3.49
H -2.37 -1.67 -1.57
H -1.53 4.95 -0.08
H 1.17 4.71 -0.15
H 2.85 2.34 0.45
H 2.33 1.70 -1.09
H 2.91 -0.57 -1.93
H 4.96 -1.74 -2.62
H 6.52 -2.61 -0.92
H 6.05 -2.27 1.49
H 4.02 -1.08 2.19
H 1.34 -1.79 2.72
H 1.09 -1.60 5.16
H 1.37 0.60 6.26
H 1.92 2.59 4.91
H 2.15 2.42 2.47
Cl 3.80 -6.33 -1.67
C 2.67 -5.15 -1.10
C 2.71 -4.76 0.23
C 1.79 -3.83 0.69
C 0.82 -3.29 -0.16
C -0.23 -2.40 0.33
C 0.83 -3.69 -1.50
C 1.74 -4.61 -1.97
H 3.44 -5.19 0.90
H 1.81 -3.54 1.73
H -0.34 -2.21 1.39
H -1.12 -2.38 -0.28
H 0.10 -3.26 -2.18
H 1.74 -4.92 -3.01
*
```

Output
Highest occupied orbital energy = -10.03 eV
Lowest unoccupied orbital energy = -4.446 eV



In order of appearance, frontier orbital gap = 7.7301; 5.5830 eV.